Density functional theory data (ωB97M-V with the def2-TZVPD basis set) for an isolated molecule of C4H2O2.

XYZ file:
```
8
Properties=species:S:1:pos:R:3:forces:R:3:mulliken_charge:R:1
O -1.360918 1.251145 0.290177 0.0618 -0.5284 -0.1936 -0.447
C -1.273380 0.112665 -0.096427 -0.2012 0.3765 0.1183 -0.038
C 0.108579 -1.874479 -0.349257 -0.0659 0.6552 0.0777 -0.145
C 0.062862 -0.575519 -0.196773 0.0528 -0.5930 -0.0913 0.359
C 1.281262 0.306145 -0.010269 0.5927 -0.0360 -0.0343 -0.018
O 2.415158 -0.024465 -0.224553 -0.5862 0.1576 0.0958 -0.433
H -2.155800 -0.469623 -0.403145 0.1007 0.0700 0.0569 0.353
H 0.992992 1.311962 0.344178 0.0454 -0.1020 -0.0295 0.369
```
Positions in Å, forces in eV/Å.

Summary:
LUMO level = -0.0613 Eh
molecular weight = 82.1 Da
strongest force on any atom = 0.7 eV/Å
calculated total energy = -8270.3672 eV
total charge = 0
HOMO energy = -10.681 eV